Arrangement a

DFT (wB97M-V/def2-TZVPD) results for one molecule with the formula C7H7BN2O2.

CARTESIAN COORDINATES (ANGSTROEM)
O: -0.801 2.145 2.693
B: 0.095 1.369 1.986
O: 1.502 1.470 2.250
C: -0.339 0.507 0.705
C: -1.679 0.404 0.429
C: -2.143 -0.204 -0.754
C: -1.302 -0.872 -1.620
C: 0.085 -0.921 -1.274
N: 1.150 -1.532 -1.817
C: 2.225 -1.148 -1.048
N: 1.891 -0.340 -0.050
C: 0.547 -0.219 -0.141
H: -0.288 2.665 3.334
H: 1.897 0.826 1.620
H: -2.362 0.922 1.087
H: -3.200 -0.256 -0.900
H: -1.699 -1.296 -2.539
H: 1.202 -2.121 -2.641
H: 3.221 -1.399 -1.321

The HOMO-LUMO gap is 9.37 eV. The SMILES is OB(O)c1cccc2[nH]cnc12. Its spin multiplicity is 1.


Arrangement b

DFT (wB97M-V/def2-TZVPD) results for one molecule with the formula C7H7BN2O2.

CARTESIAN COORDINATES (ANGSTROEM)
B: 2.327 0.948 -0.009
C: -2.640 -0.712 0.031
C: -2.585 0.671 0.020
C: -1.464 -1.431 0.030
C: -1.359 1.302 -0.001
C: -0.211 -0.817 0.020
C: -0.165 0.581 -0.005
C: 0.956 -1.775 0.001
N: 1.015 1.353 -0.064
N: 2.142 -1.277 0.325
O: 0.767 -2.964 -0.234
O: 3.546 1.400 -0.064
H: -3.592 -1.220 0.040
H: -3.490 1.258 0.024
H: -1.472 -2.513 0.033
H: -1.314 2.385 -0.016
H: 0.795 2.341 -0.167
H: 2.960 -1.852 0.185
H: 3.785 2.323 -0.146

The HOMO-LUMO gap is 8.51 eV. Its spin multiplicity is 1.


Arrangement c

DFT (wB97M-V/def2-TZVPD) results for one molecule with the formula C7H7BN2O2.

CARTESIAN COORDINATES (ANGSTROEM)
B: 2.212 -0.006 0.476
C: -2.365 0.398 0.190
C: -1.677 1.087 1.176
C: -0.304 -1.446 -2.141
C: 0.664 0.295 0.513
C: -0.380 -0.625 -1.078
C: -1.793 -0.410 -0.832
C: -0.157 1.135 1.331
N: -1.597 -1.704 -2.553
N: -2.432 -1.174 -1.669
O: 2.724 -0.397 1.562
O: 2.823 0.231 -0.691
H: -3.448 0.586 0.177
H: -2.117 1.739 1.907
H: 0.469 -1.919 -2.657
H: -0.026 2.106 1.103
H: 0.128 1.053 2.491
H: 3.603 -0.724 1.713
H: 3.674 -0.227 -1.018

The HOMO-LUMO gap (spin up / spin down) is 8.39 / 6.43 eV. Its spin multiplicity is 1.


Verdict on stability: arrangement a comes out on top.


Arrangement a

DFT (wB97M-V/def2-TZVPD) results for a 12-piece molecular cluster, C48H132N12O12 overall.

CARTESIAN COORDINATES (ANGSTROEM)
C: -3.354 -10.050 1.394
O: -2.160 -9.320 1.308
C: -2.398 -7.935 1.304
C: -1.076 -7.162 1.141
C: -0.215 -7.228 2.376
N: -1.367 -5.709 0.949
H: -3.993 -9.993 0.512
H: -3.983 -9.704 2.232
H: -3.207 -11.069 1.750
H: -2.964 -7.683 0.393
H: -2.990 -7.667 2.185
H: -0.558 -7.426 0.216
H: 0.793 -6.828 2.215
H: 0.084 -8.234 2.695
H: -0.661 -6.728 3.233
H: -2.151 -5.734 0.289
H: -0.624 -5.286 0.402
C: 3.794 -4.294 -0.208
O: 3.329 -5.396 -0.967
C: 2.406 -5.122 -1.992
C: 1.777 -6.406 -2.555
C: 2.822 -7.365 -3.142
N: 0.881 -5.962 -3.626
H: 3.011 -3.537 -0.149
H: 4.637 -3.870 -0.771
H: 4.302 -4.634 0.690
H: 1.614 -4.554 -1.482
H: 2.850 -4.529 -2.802
H: 1.247 -6.871 -1.721
H: 3.579 -7.414 -2.350
H: 3.285 -6.946 -4.031
H: 2.262 -8.280 -3.323
H: 1.330 -5.394 -4.327
H: 0.470 -6.795 -4.024
C: -1.031 -2.197 -1.305
O: -0.778 -0.949 -0.704
C: 0.615 -0.774 -0.402
C: 0.746 0.476 0.435
C: 0.065 1.743 -0.087
N: 2.157 0.880 0.608
H: -0.373 -2.220 -2.180
H: -2.063 -2.314 -1.631
H: -0.830 -3.096 -0.710
H: 0.920 -1.675 0.137
H: 1.154 -0.725 -1.353
H: 0.357 0.235 1.429
H: 0.251 2.634 0.508
H: -1.014 1.591 -0.155
H: 0.416 1.875 -1.111
H: 2.283 1.715 1.167
H: 2.642 0.187 1.171
C: 8.550 -1.541 4.615
O: 8.574 -0.148 4.699
C: 7.428 0.480 4.134
C: 7.261 0.356 2.599
C: 8.263 1.101 1.763
N: 5.881 0.776 2.248
H: 8.543 -1.878 3.568
H: 7.715 -2.020 5.136
H: 9.495 -1.983 4.934
H: 6.526 -0.018 4.506
H: 7.494 1.518 4.454
H: 7.216 -0.705 2.334
H: 9.192 0.518 1.755
H: 8.570 2.072 2.159
H: 8.020 1.196 0.705
H: 5.249 0.364 2.938
H: 5.784 1.768 2.508
C: -0.400 -1.950 3.529
O: 0.908 -1.470 3.197
C: 1.925 -2.349 3.592
C: 3.229 -1.544 3.355
C: 4.420 -2.431 3.654
N: 3.349 -0.335 4.175
H: -1.152 -1.273 3.125
H: -0.541 -2.097 4.599
H: -0.555 -2.877 2.969
H: 1.944 -2.637 4.650
H: 2.108 -3.242 2.980
H: 3.374 -1.257 2.311
H: 5.328 -1.880 3.401
H: 4.286 -3.398 3.171
H: 4.572 -2.582 4.730
H: 3.426 -0.588 5.160
H: 2.398 0.045 4.145
C: -3.225 1.808 2.030
O: -3.811 1.889 3.294
C: -5.184 1.601 3.412
C: -5.983 2.922 3.331
C: -5.745 3.764 4.586
N: -7.417 2.693 3.062
H: -3.207 0.758 1.709
H: -2.256 2.300 2.073
H: -3.788 2.304 1.223
H: -5.498 0.775 2.765
H: -5.434 1.238 4.417
H: -5.669 3.466 2.433
H: -6.379 4.647 4.545
H: -4.683 3.971 4.690
H: -6.033 3.192 5.473
H: -7.530 2.173 2.200
H: -7.720 2.067 3.809
C: -4.681 -3.948 -0.045
O: -4.869 -5.037 -0.912
C: -6.234 -5.176 -1.249
C: -6.446 -6.206 -2.349
C: -7.877 -6.181 -2.890
N: -6.191 -7.546 -1.802
H: -3.635 -3.692 0.106
H: -5.175 -4.152 0.915
H: -5.190 -3.019 -0.336
H: -6.783 -5.597 -0.392
H: -6.678 -4.197 -1.452
H: -5.777 -6.081 -3.207
H: -8.050 -7.004 -3.583
H: -8.183 -5.220 -3.311
H: -8.643 -6.311 -2.117
H: -5.896 -8.135 -2.575
H: -5.373 -7.546 -1.197
C: -3.781 5.586 2.628
O: -2.683 6.383 2.255
C: -1.611 5.569 1.853
C: -0.489 6.507 1.387
C: 0.785 5.707 1.048
N: -0.237 7.618 2.306
H: -3.480 4.881 3.415
H: -4.222 4.956 1.847
H: -4.610 6.197 2.982
H: -1.285 4.923 2.688
H: -1.839 4.829 1.073
H: -0.857 6.796 0.396
H: 0.632 5.134 0.133
H: 1.043 5.064 1.898
H: 1.602 6.417 0.936
H: 0.147 7.220 3.162
H: 0.567 8.051 1.854
C: -3.067 2.220 -1.732
O: -4.335 2.318 -1.117
C: -4.665 3.605 -0.713
C: -6.139 3.756 -0.422
C: -6.896 3.457 -1.720
N: -6.527 5.096 0.078
H: -2.865 1.256 -2.189
H: -2.304 2.564 -1.029
H: -3.094 2.904 -2.594
H: -4.138 3.874 0.220
H: -4.297 4.371 -1.413
H: -6.379 2.956 0.283
H: -7.984 3.542 -1.617
H: -6.764 2.412 -2.008
H: -6.665 4.097 -2.576
H: -7.295 4.977 0.724
H: -6.849 5.597 -0.739
C: 0.722 3.874 -3.007
O: 1.205 5.129 -2.584
C: 2.255 5.656 -3.334
C: 2.782 6.897 -2.673
C: 4.116 7.429 -3.202
N: 3.109 6.589 -1.224
H: -0.324 3.680 -2.784
H: 1.398 3.067 -2.723
H: 0.703 3.915 -4.107
H: 3.131 5.005 -3.461
H: 1.868 5.913 -4.332
H: 2.097 7.738 -2.552
H: 4.495 8.233 -2.564
H: 4.103 7.943 -4.165
H: 4.838 6.622 -3.060
H: 4.023 6.159 -1.080
H: 2.571 5.742 -1.038
C: 4.400 3.358 4.211
O: 5.279 3.481 3.103
C: 4.645 3.996 1.954
C: 5.716 4.179 0.861
C: 6.470 5.466 1.056
N: 4.940 4.191 -0.421
H: 3.669 2.575 3.990
H: 3.878 4.284 4.469
H: 4.965 3.082 5.099
H: 3.805 3.337 1.685
H: 4.160 4.967 2.129
H: 6.371 3.310 0.772
H: 6.961 5.802 1.969
H: 5.858 6.334 0.779
H: 7.254 5.512 0.288
H: 4.325 3.391 -0.312
H: 5.682 3.959 -1.078
C: 0.068 -0.836 -4.835
O: 0.053 -1.014 -6.229
C: -1.184 -1.153 -6.876
C: -0.896 -1.254 -8.376
C: -0.182 -0.046 -8.994
N: -2.104 -1.591 -9.116
H: 0.996 -0.349 -4.522
H: 0.145 -1.808 -4.340
H: -0.726 -0.175 -4.483
H: -1.704 -1.984 -6.382
H: -1.911 -0.331 -6.766
H: -0.231 -2.110 -8.509
H: -0.664 0.923 -8.834
H: -0.036 -0.181 -10.064
H: 0.792 0.092 -8.514
H: -2.855 -0.912 -9.110
H: -1.875 -1.700 -10.096

The HOMO-LUMO gap is 9.18 eV. The SMILES is COC[C@H](C)N.COC[C@H](C)N.COC[C@H](C)N.COC[C@H](C)N.COC[C@H](C)N.COC[C@H](C)N.COC[C@H](C)N.COC[C@H](C)N.COC[C@H](C)N.COC[C@H](C)N.COC[C@H](C)N.COC[C@H](C)N. Its spin multiplicity is 1.


Arrangement b

DFT (wB97M-V/def2-TZVPD) results for a 12-piece molecular cluster, C48H132N12O12 overall.

CARTESIAN COORDINATES (ANGSTROEM)
C: 0.432 2.402 3.775
O: 1.671 2.333 4.525
C: 1.531 1.859 5.819
C: 2.792 1.936 6.725
C: 2.565 1.267 8.118
N: 3.261 3.258 7.032
H: 0.727 2.865 2.833
H: -0.399 3.012 4.129
H: 0.017 1.434 3.496
H: 0.664 2.308 6.303
H: 1.309 0.802 5.671
H: 3.570 1.371 6.211
H: 2.350 0.199 8.095
H: 1.688 1.681 8.615
H: 3.412 1.470 8.772
H: 4.135 3.229 7.537
H: 3.501 3.750 6.183
C: 4.413 -1.805 0.579
O: 5.271 -0.991 1.368
C: 6.468 -1.705 1.823
C: 7.520 -0.647 2.414
C: 7.810 0.481 1.415
N: 8.727 -1.322 2.783
H: 3.651 -1.177 0.117
H: 3.894 -2.501 1.239
H: 4.907 -2.224 -0.298
H: 6.272 -2.448 2.596
H: 7.010 -2.256 1.054
H: 7.129 -0.234 3.344
H: 6.893 0.847 0.955
H: 8.433 0.218 0.560
H: 8.372 1.299 1.867
H: 9.213 -1.640 1.956
H: 9.398 -0.695 3.204
C: -4.954 -3.057 -3.819
O: -4.056 -3.662 -2.947
C: -3.581 -4.932 -3.401
C: -4.423 -6.127 -2.848
C: -3.567 -7.373 -2.512
N: -5.455 -6.436 -3.789
H: -5.894 -3.601 -3.907
H: -4.369 -2.940 -4.731
H: -5.152 -2.087 -3.362
H: -3.510 -4.971 -4.488
H: -2.529 -5.059 -3.145
H: -4.899 -5.790 -1.926
H: -3.156 -7.906 -3.369
H: -4.142 -8.152 -2.011
H: -2.829 -7.146 -1.742
H: -5.937 -5.554 -3.890
H: -4.973 -6.530 -4.671
C: -3.490 -0.040 -6.726
O: -3.359 0.747 -5.594
C: -4.506 1.182 -4.893
C: -5.246 2.407 -5.612
C: -4.389 3.747 -5.781
N: -6.490 2.701 -4.861
H: -2.497 -0.271 -7.113
H: -4.158 0.416 -7.457
H: -3.889 -1.006 -6.419
H: -5.280 0.420 -4.812
H: -4.240 1.496 -3.884
H: -5.579 2.138 -6.614
H: -3.452 3.561 -6.306
H: -4.168 4.161 -4.797
H: -4.949 4.452 -6.395
H: -6.907 3.555 -5.206
H: -7.108 1.904 -4.817
C: -1.499 -3.119 2.644
O: -2.850 -3.128 2.210
C: -3.179 -4.017 1.193
C: -4.666 -4.048 0.755
C: -5.192 -2.651 0.504
N: -5.359 -4.719 1.841
H: -1.407 -2.282 3.336
H: -0.700 -2.999 1.912
H: -1.207 -4.012 3.198
H: -2.551 -3.750 0.342
H: -2.847 -5.009 1.498
H: -4.721 -4.616 -0.174
H: -5.195 -1.961 1.348
H: -6.161 -2.574 0.012
H: -4.532 -2.090 -0.158
H: -4.938 -5.599 2.103
H: -5.438 -4.096 2.632
C: 2.971 -1.437 4.133
O: 2.272 -2.164 5.112
C: 3.027 -2.562 6.239
C: 2.125 -3.485 7.165
C: 1.237 -2.687 8.186
N: 2.982 -4.409 7.872
H: 2.437 -1.572 3.192
H: 3.940 -1.913 3.983
H: 3.002 -0.360 4.296
H: 3.819 -3.208 5.859
H: 3.421 -1.713 6.797
H: 1.517 -4.120 6.521
H: 0.697 -3.315 8.895
H: 0.507 -2.003 7.754
H: 1.908 -2.133 8.843
H: 3.604 -4.845 7.206
H: 2.395 -5.139 8.251
C: -1.093 4.077 -3.410
O: -1.148 5.197 -2.516
C: -0.714 4.874 -1.167
C: -0.494 6.170 -0.335
C: 0.290 6.053 0.969
N: -1.747 6.914 -0.131
H: -0.170 3.514 -3.276
H: -1.076 4.504 -4.412
H: -1.946 3.399 -3.383
H: -1.398 4.238 -0.605
H: 0.224 4.321 -1.121
H: 0.212 6.657 -1.008
H: 0.366 7.064 1.368
H: 1.333 5.766 0.839
H: -0.227 5.399 1.671
H: -2.184 7.083 -1.026
H: -2.387 6.321 0.378
C: -3.094 0.478 2.215
O: -3.071 1.315 3.390
C: -3.115 0.545 4.604
C: -2.815 1.414 5.804
C: -3.059 0.826 7.242
N: -3.494 2.719 5.831
H: -2.247 -0.165 1.978
H: -3.311 1.078 1.331
H: -3.966 -0.173 2.274
H: -4.037 -0.035 4.654
H: -2.356 -0.237 4.640
H: -1.754 1.627 5.676
H: -2.635 1.416 8.054
H: -2.620 -0.164 7.366
H: -4.128 0.675 7.388
H: -3.310 3.251 4.993
H: -3.095 3.237 6.601
C: -1.241 1.888 -9.004
O: -0.238 2.587 -8.300
C: 0.096 1.728 -7.214
C: 1.076 2.423 -6.293
C: 2.516 2.528 -6.944
N: 1.270 1.685 -5.048
H: -2.046 1.515 -8.371
H: -0.802 1.111 -9.630
H: -1.683 2.569 -9.731
H: -0.770 1.481 -6.600
H: 0.532 0.796 -7.573
H: 0.713 3.405 -5.988
H: 2.912 1.546 -7.204
H: 3.194 3.074 -6.288
H: 2.446 3.122 -7.855
H: 1.867 2.212 -4.426
H: 0.488 1.405 -4.473
C: -0.720 -2.871 -5.050
O: -0.137 -1.761 -4.386
C: 1.262 -1.618 -4.784
C: 2.175 -2.842 -4.514
C: 2.366 -3.047 -2.989
N: 3.500 -2.556 -5.063
H: -0.271 -3.826 -4.776
H: -0.769 -2.709 -6.126
H: -1.772 -2.889 -4.765
H: 1.276 -1.302 -5.827
H: 1.632 -0.748 -4.243
H: 1.725 -3.674 -5.055
H: 1.378 -3.033 -2.529
H: 2.843 -2.177 -2.538
H: 2.760 -4.039 -2.767
H: 3.494 -2.535 -6.073
H: 4.050 -1.788 -4.706
C: 0.515 -0.471 0.868
O: -0.578 -0.083 0.053
C: -0.290 0.002 -1.368
C: -1.540 0.239 -2.146
C: -2.439 -1.003 -2.146
N: -1.195 0.554 -3.492
H: 0.799 -1.467 0.529
H: 0.235 -0.480 1.922
H: 1.310 0.252 0.689
H: 0.383 0.859 -1.401
H: 0.252 -0.835 -1.809
H: -2.188 0.986 -1.687
H: -2.381 -1.385 -1.127
H: -1.966 -1.808 -2.710
H: -3.411 -0.805 -2.596
H: -0.809 -0.281 -3.909
H: -2.034 0.648 -4.047
C: 2.637 3.139 0.237
O: 3.424 3.751 1.283
C: 4.212 2.799 2.023
C: 4.875 3.561 3.170
C: 5.647 2.615 4.147
N: 3.813 4.113 4.080
H: 1.796 2.661 0.739
H: 3.050 2.335 -0.372
H: 2.269 3.970 -0.364
H: 3.463 2.160 2.492
H: 4.878 2.268 1.343
H: 5.463 4.413 2.827
H: 6.419 2.102 3.573
H: 4.971 1.858 4.543
H: 6.259 3.118 4.896
H: 3.377 4.838 3.528
H: 3.036 3.470 4.016

The HOMO-LUMO gap is 8.89 eV. The SMILES is COC[C@H](C)N.COC[C@H](C)N.COC[C@H](C)N.COC[C@H](C)N.COC[C@H](C)N.COC[C@H](C)N.COC[C@H](C)N.COC[C@H](C)N.COC[C@H](C)N.COC[C@H](C)N.COC[C@H](C)N.COC[C@H](C)N. Its spin multiplicity is 1.


Verdict on stability: arrangement a comes out on top.